No. 1
Density functional theory data (ωB97M-V with the def2-TZVPD basis set) for the molecule C5H11N in a non-equilibrium geometry.

The geometry in XYZ format:
```
17
C5H11N (ωB97M-V with the def2-TZVPD basis set)
C 0.170 0.589 -2.005
C 0.024 0.305 -0.621
C -0.648 -1.064 -0.261
C 0.356 -2.175 0.279
N -0.277 1.392 0.272
C 0.382 1.601 1.548
H 0.422 1.636 -2.538
H -0.369 -0.021 -2.752
H -1.381 -1.186 -1.072
H -1.486 -0.941 0.383
H -0.121 -3.197 0.305
H 0.611 -1.939 1.379
H 1.260 -2.133 -0.384
H -0.557 2.297 -0.142
H -0.100 0.953 2.270
H 1.354 1.170 1.572
H 0.359 2.714 1.766
```

Orbital gap, eV: 8.9
HOMO level, eV: -8.1

No. 2
Density functional theory data (ωB97M-V with the def2-TZVPD basis set) for a cluster of 2 separate species, ClF2HSi in total in a non-equilibrium geometry.

The geometry in XYZ format:
```
5
ClF2HSi (ωB97M-V with the def2-TZVPD basis set)
F 2.625 1.278 1.189
F 2.581 1.257 -1.185
Si 2.274 0.279 0.016
Cl 3.047 -1.437 0.050
H -0.011 -0.515 -0.675
```

Orbital gap (alpha / beta), eV: 8.7 / 8.7
HOMO level (alpha / beta), eV: -9.6 / -9.6

No. 3
Density functional theory data (ωB97M-V with the def2-TZVPD basis set) for a structure of composition C3H5NO2 in a non-equilibrium geometry.

The geometry in XYZ format:
```
11
C3H5NO2 (ωB97M-V with the def2-TZVPD basis set)
C 1.205 0.421 0.856
C 0.179 -0.054 -0.128
N 0.052 0.453 -1.451
O -0.422 -1.331 -0.074
C -1.315 -0.237 -0.017
O -1.737 0.348 -1.169
H 2.144 -0.136 0.793
H 0.801 0.294 1.865
H 1.418 1.482 0.688
H 0.018 -0.328 -2.109
H -2.028 -0.332 0.804
```

Orbital gap (alpha / beta), eV: 8.8 / 8.8
HOMO level (alpha / beta), eV: -9.5 / -9.5